Entry 1:
Molecular formula: C3H7NO2
Method: DFT, the ωB97M-V functional and the def2-TZVPD basis

Its structure (SMILES) is CO/C=C(\N)O. Its calculated total energy is -8807.7099 eV. The multiplicity is 1. The value obtained for the energy above the lowest of the compared OMol25 structures with the same formula, charge and spin is 65.0 kcal/mol. As for the total charge: 0.

The geometry in XYZ format:
```
13
Properties=species:S:1:pos:R:3:forces:R:3:lowdin_charge:R:1
C 1.637503 0.958619 -0.617663 0.171 0.265 -0.151 -0.12
O 0.939203 0.490632 0.521745 -0.097 0.239 0.248 -0.18
C 0.254247 -0.675405 0.233426 -0.237 0.262 0.379 -0.19
C -0.971380 -0.646925 -0.358930 0.315 0.239 0.238 -0.46
N -1.830545 0.393732 -0.417205 0.158 0.051 -0.157 0.17
O -1.314625 -1.798955 -0.980973 0.133 -0.119 0.226 0.06
H 0.946227 1.238580 -1.427722 0.106 -0.038 0.171 0.08
H 2.338141 0.207351 -1.013293 -0.175 0.085 0.202 0.09
H 2.195015 1.842077 -0.298793 -0.031 -0.053 -0.092 0.08
H 0.460010 -1.533859 0.870108 0.444 -0.123 -0.477 0.12
H -2.664581 0.394502 -0.979827 0.259 -0.079 -0.055 0.11
H -1.657223 1.151494 0.223113 -0.136 -0.077 -0.116 0.12
H -0.388200 -2.129776 -1.032745 -0.910 -0.653 -0.415 0.11
```
Forces are in eV/Å.

Entry 2:
Molecular formula: C3H7NO2
Method: DFT, the ωB97M-V functional and the def2-TZVPD basis

Its structure (SMILES) is N=C=O.CCO. Its calculated total energy is -8809.3448 eV. The multiplicity is 1. The value obtained for the energy above the lowest of the compared OMol25 structures with the same formula, charge and spin is 27.3 kcal/mol. As for the total charge: 0.

The geometry in XYZ format:
```
13
Properties=species:S:1:pos:R:3:forces:R:3:lowdin_charge:R:1
N -1.801372 0.162840 -1.400879 -0.197 -0.146 0.472 0.18
C -2.164501 0.003822 -0.248436 -0.070 -0.109 0.290 -0.39
O -2.386850 -0.229821 0.874218 0.115 0.203 -0.868 0.17
H -2.296003 0.724361 -2.075306 -0.002 -0.020 0.045 0.09
C 0.934098 -0.641744 1.053471 0.028 -0.058 0.012 -0.09
C 1.035536 0.556592 0.119127 -0.014 0.153 0.390 -0.35
O 1.403502 0.184567 -1.193244 -0.191 -0.132 -0.205 -0.08
H 0.670656 -0.332400 2.071091 0.042 -0.015 -0.151 0.08
H 1.891087 -1.171236 1.080565 -0.119 0.057 0.018 0.08
H 0.168009 -1.349846 0.713413 0.117 0.119 0.028 0.06
H 1.809398 1.245223 0.471151 -0.041 -0.107 -0.043 0.11
H 0.092693 1.122763 0.111316 0.187 -0.054 0.024 0.08
H 0.643748 -0.275120 -1.576487 0.144 0.109 -0.013 0.06
```
Forces are in eV/Å.

Entry 3:
Molecular formula: C3H7NO2
Method: DFT, the ωB97M-V functional and the def2-TZVPD basis

Its structure (SMILES) is CC=O.NC=O. Its calculated total energy is -8809.2606 eV. The multiplicity is 1. The value obtained for the energy above the lowest of the compared OMol25 structures with the same formula, charge and spin is 29.2 kcal/mol. As for the total charge: 0.

The geometry in XYZ format:
```
13
Properties=species:S:1:pos:R:3:forces:R:3:lowdin_charge:R:1
C 0.640804 -1.875092 0.102031 -0.014 -0.156 0.104 -0.06
C -0.755036 -1.360031 0.223131 -0.158 -0.159 0.274 -0.36
O -1.266904 -1.014483 1.267729 0.107 -0.262 -0.464 0.01
H 1.252335 -1.581257 0.959708 -0.152 -0.105 -0.112 0.09
H 1.112317 -1.572896 -0.834550 -0.183 -0.132 0.175 0.07
H 0.486332 -2.957104 0.111092 0.359 -0.197 -0.018 0.09
H -1.336045 -1.352616 -0.720286 -0.031 -0.002 0.101 0.13
N -0.040815 2.640123 -0.113503 0.070 0.157 -0.058 0.13
C 0.013894 1.303189 -0.252260 0.043 0.124 -0.129 -0.41
O 0.560953 0.712495 -1.168050 -0.266 0.324 0.269 0.00
H -0.539024 3.032210 0.666997 0.093 0.094 -0.128 0.10
H 0.384899 3.233663 -0.806086 -0.030 0.067 0.055 0.11
H -0.513708 0.791801 0.564046 0.162 0.247 -0.068 0.10
```
Forces are in eV/Å.

Entry 4:
Molecular formula: C3H7NO2
Method: DFT, the ωB97M-V functional and the def2-TZVPD basis

Its structure (SMILES) is NC(=O)CCO. Its calculated total energy is -8809.8000 eV. The multiplicity is 1. The value obtained for the energy above the lowest of the compared OMol25 structures with the same formula, charge and spin is 16.8 kcal/mol. As for the total charge: 0.

The geometry in XYZ format:
```
13
Properties=species:S:1:pos:R:3:forces:R:3:lowdin_charge:R:1
N -1.329952 -0.965951 -1.019977 -0.087 0.066 -0.104 0.15
C -0.809317 0.302537 -1.074731 0.067 -0.020 0.094 -0.55
O -0.733067 0.928521 -2.115920 -0.051 -0.227 0.376 0.05
C -0.249748 0.814570 0.253736 0.034 0.053 -0.011 -0.09
C 1.101472 0.132741 0.546478 -0.098 -0.021 -0.442 -0.26
O 1.172505 -0.218827 1.919332 0.077 -0.190 0.096 -0.07
H -1.493734 -1.463268 -0.158537 0.119 0.241 -0.095 0.10
H -1.680932 -1.375737 -1.872134 0.048 0.132 0.086 0.11
H -0.935651 0.579924 1.078749 0.140 0.003 -0.176 0.12
H -0.148418 1.900670 0.182157 -0.056 -0.212 0.028 0.12
H 1.146846 -0.753039 -0.103309 0.239 -0.020 0.276 0.11
H 1.943757 0.783452 0.287907 -0.172 0.031 -0.096 0.12
H 2.016244 -0.665599 2.076243 -0.262 0.162 -0.031 0.09
```
Forces are in eV/Å.

Entry 5:
Molecular formula: C3H7NO2
Method: DFT, the ωB97M-V functional and the def2-TZVPD basis

Its structure (SMILES) is C/C(CO)=N/O. Its calculated total energy is -8806.7597 eV. The multiplicity is 1. The value obtained for the energy above the lowest of the compared OMol25 structures with the same formula, charge and spin is 86.9 kcal/mol. As for the total charge: 0.

The geometry in XYZ format:
```
13
Properties=species:S:1:pos:R:3:forces:R:3:lowdin_charge:R:1
C 0.991006 -1.224108 -0.984146 -0.014 0.214 0.361 -0.03
C 0.360956 -0.269815 0.030716 -0.703 0.578 0.346 -0.31
C -1.043666 0.266589 -0.375887 0.829 -0.771 0.179 -0.26
O -1.204765 1.580222 0.004458 -0.020 0.229 0.998 -0.11
N 0.926907 0.061135 1.129652 -0.910 0.669 0.181 0.17
O -0.084800 0.995159 2.031299 1.713 -1.359 -0.569 -0.10
H 1.886262 -1.760636 -0.659096 -0.187 0.268 0.206 0.08
H 0.228319 -1.964095 -1.271768 0.159 0.222 0.168 0.09
H 1.232361 -0.661486 -1.897187 -0.076 -0.031 0.300 0.09
H -1.734901 -0.428209 0.138928 -0.097 0.083 -0.229 0.13
H -1.149436 0.113782 -1.465407 -0.086 0.279 0.422 0.12
H -0.880139 1.541944 1.021369 -0.820 0.227 -2.260 0.04
H 0.471896 1.749518 2.297071 0.212 -0.610 -0.103 0.10
```
Forces are in eV/Å.

Entry 6:
Molecular formula: C3H7NO2
Method: DFT, the ωB97M-V functional and the def2-TZVPD basis

Its calculated total energy is -8805.6859 eV. The multiplicity is 1. The value obtained for the energy above the lowest of the compared OMol25 structures with the same formula, charge and spin is 111.7 kcal/mol. As for the total charge: 0.

The geometry in XYZ format:
```
13
Properties=species:S:1:pos:R:3:forces:R:3:lowdin_charge:R:1
C -0.692066 -1.890438 0.513396 -0.010 -0.249 0.039 -0.11
N -0.573699 -0.489109 0.179452 0.151 0.131 0.068 -0.07
C 0.614147 0.027914 0.168730 -0.120 0.136 -0.086 -0.63
O 1.793668 -0.352543 0.332700 -0.149 -0.055 -0.006 0.01
C 0.681540 1.495204 -0.192927 -0.113 0.057 -0.011 -0.09
O 0.948342 1.860044 -1.411844 -0.126 -0.150 0.032 0.12
H -1.172169 -2.439808 -0.305226 0.072 0.091 0.131 0.07
H 0.292786 -2.336231 0.707043 -0.140 0.051 -0.028 0.08
H -1.315781 -2.014260 1.406193 0.089 0.011 -0.131 0.07
H -1.232440 0.967953 0.084277 0.254 -0.103 -0.001 0.13
H 1.013756 2.230555 0.537898 -0.097 -0.099 -0.042 0.15
H -1.049681 1.791080 0.007828 0.091 0.087 -0.023 0.11
H 0.691596 1.149640 -2.027519 0.098 0.092 0.058 0.16
```
Forces are in eV/Å.